# H10O5

A cluster of 5 separate species, H10O5 in total at a distorted geometry (the ωB97M-V functional and the def2-TZVPD basis, the Open Molecules 2025 dataset).

```
15
Properties=species:S:1:pos:R:3
H 0.12 -0.21 -0.48
H -1.23 0.21 -0.08
H 0.79 1.76 -1.89
H 0.22 2.79 -0.82
H 2.48 -1.96 -0.19
H 3.58 -2.82 -1.07
H -3.41 -0.56 0.13
H -4.60 -1.53 0.38
H 0.30 1.84 2.57
H 1.77 1.49 2.10
O -0.79 -0.39 -0.78
O 0.60 2.65 -1.71
O 2.87 -2.87 -0.42
O -3.63 -1.50 0.00
O 0.93 1.10 2.24
```

SMILES string: O.O.O.O.O
E (eV): -10398.6709
HOMO energy (hartree): -0.41905
ΔE to the lowest compared entry with this formula, charge and spin (kJ/mol): 210.2
Kohn-Sham gap (eV): 11.294
Max |F| (Eh/bohr): 0.0672

Charges in e, computed with Mulliken, in the same order as the atoms: number 1, H, carries 0.26; number 2, H, carries 0.31; number 3, H, carries 0.32; number 4, H, carries 0.30; number 5, H, carries 0.32; number 6, H, carries 0.32; number 7, H, carries 0.28; number 8, H, carries 0.32; number 9, H, carries 0.33; number 10, H, carries 0.32; number 11, O, carries -0.59; number 12, O, carries -0.61; number 13, O, carries -0.64; number 14, O, carries -0.60; number 15, O, carries -0.64

=====

# H10O5

A structure of composition H10O5 at a distorted geometry (the ωB97M-V functional and the def2-TZVPD basis, the Open Molecules 2025 dataset).

```
15
Properties=species:S:1:pos:R:3
O 1.43 0.56 -0.82
H 1.18 1.32 -1.33
H 2.37 0.46 -0.97
O 0.10 -0.68 2.03
H -0.41 -1.12 2.71
H -0.27 0.20 1.99
O -2.39 1.05 -1.77
H -1.59 0.63 -1.43
H -3.09 0.43 -1.57
O -0.86 0.24 -0.59
H 0.04 0.20 -0.92
H -0.85 -0.27 0.21
O 1.62 -1.32 0.65
H 1.58 -0.42 0.33
H 1.14 -1.29 1.48
```

E (eV): -10396.2040
HOMO energy (hartree): -0.34293
ΔE to the lowest compared entry with this formula, charge and spin (kJ/mol): 448.2
Kohn-Sham gap (eV): 9.434
Max |F| (Eh/bohr): 0.1120

Charges in e, computed with Mulliken, in the same order as the atoms: number 1, O, carries -0.69; number 2, H, carries 0.30; number 3, H, carries 0.31; number 4, O, carries -0.61; number 5, H, carries 0.28; number 6, H, carries 0.33; number 7, O, carries -0.76; number 8, H, carries 0.49; number 9, H, carries 0.22; number 10, O, carries -0.66; number 11, H, carries 0.43; number 12, H, carries 0.35; number 13, O, carries -0.79; number 14, H, carries 0.39; number 15, H, carries 0.39

=====

# H10O5

A cluster of 5 separate species, H10O5 in total at a distorted geometry (the ωB97M-V functional and the def2-TZVPD basis, the Open Molecules 2025 dataset).

```
15
Properties=species:S:1:pos:R:3
O -1.28 -2.30 -1.55
H -2.07 -1.93 -1.15
H -1.65 -2.98 -2.14
O 0.64 1.69 2.16
H 0.71 2.62 2.29
H 1.52 1.33 2.07
O -0.92 -0.77 1.02
H 0.05 -0.64 1.08
H -0.97 -1.57 0.54
O 0.39 1.95 -0.55
H 0.86 2.69 -0.96
H 0.71 1.99 0.37
O 1.03 -0.74 -1.12
H 0.71 0.06 -0.82
H 0.27 -1.38 -1.24
```

SMILES string: O.O.O.O.O
E (eV): -10399.5271
HOMO energy (hartree): -0.37662
ΔE to the lowest compared entry with this formula, charge and spin (kJ/mol): 127.6
Kohn-Sham gap (eV): 10.672
Max |F| (Eh/bohr): 0.0822

Charges in e, computed with Mulliken, in the same order as the atoms: number 1, O, carries -0.68; number 2, H, carries 0.32; number 3, H, carries 0.30; number 4, O, carries -0.69; number 5, H, carries 0.31; number 6, H, carries 0.36; number 7, O, carries -0.62; number 8, H, carries 0.31; number 9, H, carries 0.32; number 10, O, carries -0.66; number 11, H, carries 0.32; number 12, H, carries 0.32; number 13, O, carries -0.66; number 14, H, carries 0.35; number 15, H, carries 0.40

=====

# H10O5

A cluster of 5 separate species, H10O5 in total at a distorted geometry (the ωB97M-V functional and the def2-TZVPD basis, the Open Molecules 2025 dataset).

```
15
Properties=species:S:1:pos:R:3
O 0.28 -0.73 2.54
H 0.22 -1.02 3.46
H 1.21 -0.74 2.35
O -1.28 3.20 -0.23
H -1.07 4.07 -0.57
H -1.79 2.78 -0.93
O 0.10 0.45 -0.29
H -0.07 -0.20 0.39
H 0.37 1.23 0.19
O -0.73 -3.50 -0.42
H -0.82 -2.90 0.32
H -0.54 -4.35 -0.01
O 1.24 0.65 -2.63
H 0.72 0.49 -1.84
H 2.15 0.57 -2.34
```

SMILES string: O.O.O.O.O
E (eV): -10399.7022
HOMO energy (hartree): -0.38006
ΔE to the lowest compared entry with this formula, charge and spin (kJ/mol): 110.7
Kohn-Sham gap (eV): 10.579
Max |F| (Eh/bohr): 0.0215

Charges in e, computed with Mulliken, in the same order as the atoms: number 1, O, carries -0.64; number 2, H, carries 0.30; number 3, H, carries 0.32; number 4, O, carries -0.63; number 5, H, carries 0.31; number 6, H, carries 0.32; number 7, O, carries -0.67; number 8, H, carries 0.28; number 9, H, carries 0.33; number 10, O, carries -0.62; number 11, H, carries 0.32; number 12, H, carries 0.31; number 13, O, carries -0.66; number 14, H, carries 0.45; number 15, H, carries 0.28

=====

# H10O5

A cluster of 5 separate species, H10O5 in total (the ωB97M-V functional and the def2-TZVPD basis, the Open Molecules 2025 dataset).

```
15
Properties=species:S:1:pos:R:3
O -17.54 15.71 9.54
H -17.04 15.18 10.17
H -16.88 16.27 9.11
O -13.96 14.20 8.66
H -13.50 14.97 9.02
H -14.37 13.78 9.41
O -19.66 15.98 7.54
H -19.35 16.59 6.87
H -18.99 15.98 8.23
O -15.19 17.25 8.50
H -15.38 18.11 8.11
H -14.40 17.40 9.03
O -21.11 14.96 10.00
H -20.42 15.39 10.51
H -21.61 14.46 10.65
```

SMILES string: O.O.O.O.O
E (eV): -10399.5157
HOMO energy (hartree): -0.38306
ΔE to the lowest compared entry with this formula, charge and spin (kJ/mol): 128.7
Kohn-Sham gap (eV): 10.442
Max |F| (Eh/bohr): 0.0048

Charges in e, computed with Mulliken, in the same order as the atoms: number 1, O, carries -0.65; number 2, H, carries 0.27; number 3, H, carries 0.37; number 4, O, carries -0.61; number 5, H, carries 0.29; number 6, H, carries 0.31; number 7, O, carries -0.61; number 8, H, carries 0.29; number 9, H, carries 0.37; number 10, O, carries -0.63; number 11, H, carries 0.29; number 12, H, carries 0.31; number 13, O, carries -0.60; number 14, H, carries 0.30; number 15, H, carries 0.30

=====

# H10O5

A cluster of 5 separate species, H10O5 in total at a distorted geometry (the ωB97M-V functional and the def2-TZVPD basis, the Open Molecules 2025 dataset).

```
15
Properties=species:S:1:pos:R:3
O 25.95 40.49 24.84
H 25.39 41.03 25.37
H 26.01 39.46 25.18
O 28.04 41.23 26.73
H 27.52 40.88 25.93
H 27.50 41.92 27.04
O 23.89 42.13 27.22
H 23.23 42.56 26.65
H 23.39 41.34 27.56
O 25.68 40.06 22.07
H 25.68 40.45 22.92
H 26.55 39.81 21.77
O 26.24 37.69 25.79
H 25.44 37.29 25.27
H 27.05 37.64 25.23
```

SMILES string: O.O.O.O.O
E (eV): -10399.4053
HOMO energy (hartree): -0.39610
ΔE to the lowest compared entry with this formula, charge and spin (kJ/mol): 139.3
Kohn-Sham gap (eV): 10.992
Max |F| (Eh/bohr): 0.0762

Charges in e, computed with Mulliken, in the same order as the atoms: number 1, O, carries -0.85; number 2, H, carries 0.32; number 3, H, carries 0.47; number 4, O, carries -0.66; number 5, H, carries 0.43; number 6, H, carries 0.28; number 7, O, carries -0.66; number 8, H, carries 0.33; number 9, H, carries 0.33; number 10, O, carries -0.63; number 11, H, carries 0.37; number 12, H, carries 0.29; number 13, O, carries -0.74; number 14, H, carries 0.37; number 15, H, carries 0.36

=====

# H10O5

A cluster of 5 separate species, H10O5 in total (the ωB97M-V functional and the def2-TZVPD basis, the Open Molecules 2025 dataset).

```
15
Properties=species:S:1:pos:R:3
O 2.37 -0.75 0.48
H 2.06 -1.46 1.06
H 3.24 -1.03 0.19
O 2.36 1.79 1.79
H 2.12 1.83 2.72
H 2.32 0.85 1.55
O -2.44 1.49 -1.15
H -1.60 1.07 -0.93
H -2.35 2.40 -0.85
O -0.25 -0.44 -0.79
H 0.59 -0.53 -0.34
H -0.05 -0.58 -1.72
O -2.74 -1.93 -0.63
H -2.09 -1.22 -0.52
H -3.55 -1.48 -0.85
```

SMILES string: O.O.O.O.O
E (eV): -10400.0570
HOMO energy (hartree): -0.39369
ΔE to the lowest compared entry with this formula, charge and spin (kJ/mol): 76.5
Kohn-Sham gap (eV): 10.737
Max |F| (Eh/bohr): 0.0074

Charges in e, computed with Mulliken, in the same order as the atoms: number 1, O, carries -0.76; number 2, H, carries 0.35; number 3, H, carries 0.30; number 4, O, carries -0.64; number 5, H, carries 0.32; number 6, H, carries 0.38; number 7, O, carries -0.63; number 8, H, carries 0.37; number 9, H, carries 0.32; number 10, O, carries -0.72; number 11, H, carries 0.35; number 12, H, carries 0.32; number 13, O, carries -0.66; number 14, H, carries 0.36; number 15, H, carries 0.32

=====

- Among the records above, which one has the highest E?
  number 2

=====

- What is the Kohn-Sham gap in the second record?
  9.434 eV